# 1
Here is 21 unconnected molecules or ions with the total composition C2H44O22 at a distorted geometry from the Open Molecules 2025 dataset. Energies are from the ωB97M-V functional and the def2-TZVPD basis.

LUMO = 4.4 eV
relative energy (zero: lowest compared OMol25 entry of this formula, charge and spin) = 1.885 eV
spin multiplicity = 1
orbital gap = 8.2 eV
calculated total energy = -47835.17342 eV
charge = -2

Atoms and positions in Å:
O1 -2.34 4.18 -18.76
C1 -1.03 3.72 -18.31
C2 -0.26 3.03 -19.48
O2 1.07 2.62 -19.30
H1 -1.24 3.10 -17.42
H2 -0.57 4.64 -17.94
H3 -0.17 3.59 -20.37
H4 -0.76 2.07 -19.70
O3 -2.10 0.36 -18.76
H5 -1.31 0.54 -18.33
H6 -2.51 1.21 -18.68
O4 -2.59 2.96 -21.00
H7 -2.12 2.11 -20.90
H8 -2.25 3.45 -20.24
O5 0.44 0.05 -17.83
H9 0.66 -0.56 -18.53
H10 0.91 0.78 -18.35
O6 1.01 1.85 -21.85
H11 0.89 2.06 -20.87
H12 0.26 1.26 -22.06
O7 -1.12 3.24 -23.39
H13 -0.20 3.20 -23.07
H14 -1.64 3.23 -22.61
O8 3.37 3.28 -22.06
H15 2.59 2.78 -21.76
H16 3.52 3.84 -21.26
O9 -1.38 6.84 -15.87
H17 -0.51 6.64 -16.22
H18 -1.25 7.53 -15.26
O10 -2.74 4.41 -15.93
H19 -2.41 4.25 -16.79
H20 -2.51 5.37 -15.81
O11 -4.09 6.86 -17.28
H21 -4.91 6.49 -17.66
H22 -3.47 6.59 -17.97
O12 -0.91 2.67 -14.96
H23 -1.38 3.38 -15.36
H24 -1.24 1.77 -15.14
O13 -3.81 2.34 -17.77
H25 -3.57 2.10 -16.88
H26 -3.14 2.98 -18.12
O14 1.21 3.25 -16.49
H27 0.47 2.99 -15.95
H28 1.09 2.99 -17.40
O15 -0.65 5.59 -21.29
H29 -0.46 4.67 -21.23
H30 -1.08 5.90 -20.53
O16 1.77 5.07 -18.98
H31 1.04 5.71 -19.01
H32 1.33 4.26 -19.17
O17 1.38 6.21 -16.34
H33 1.41 7.00 -16.93
H34 1.14 5.52 -16.97
O18 4.10 3.82 -19.41
H35 3.92 2.92 -19.11
H36 3.31 4.26 -19.00
O19 3.19 1.64 -18.40
H37 2.30 2.00 -18.62
H38 3.30 1.27 -17.56
O20 0.00 7.31 -18.81
H39 -0.86 7.40 -19.12
H40 0.21 8.15 -18.38
O21 -5.03 4.53 -19.06
H41 -4.10 4.58 -18.93
H42 -5.13 3.63 -18.71
O22 -2.67 6.59 -19.57
H43 -3.49 6.53 -20.06
H44 -2.49 5.71 -19.28

***

# 2
Here is a gas-phase ion, C18H22BrN2O2 (charge +1) from the Open Molecules 2025 dataset. Energies are from the ωB97M-V functional and the def2-TZVPD basis.

LUMO = -2.5 eV
SMILES string = Cc1cc(NC(=O)C[N@@H+](C)CCOc2ccccc2)ccc1Br
relative energy (zero: lowest compared OMol25 entry of this formula, charge and spin) = 0.045 eV
spin multiplicity = 1
orbital gap = 8.7 eV
calculated total energy = -96134.97758 eV
charge = +1

Atoms and positions in Å:
C1 -7.56 -1.24 -0.39
C2 -6.29 -0.49 -0.16
C3 -5.06 -1.12 -0.20
C4 -3.87 -0.43 0.01
C5 -3.90 0.93 0.27
C6 -5.12 1.59 0.32
C7 -6.30 0.88 0.10
Br1 -7.94 1.83 0.18
H1 -5.16 2.64 0.52
H2 -2.99 1.49 0.44
N1 -2.67 -1.18 -0.05
C8 -1.43 -0.75 0.13
O1 -1.04 0.38 0.39
C9 -0.32 -1.84 0.01
N2 0.94 -1.12 0.21
C10 1.74 -1.62 1.34
H3 1.16 -1.55 2.26
H4 2.02 -2.66 1.16
H5 2.64 -1.02 1.44
C11 1.75 -0.97 -1.03
H6 1.08 -0.86 -1.88
H7 2.36 -1.87 -1.16
C12 2.65 0.26 -0.99
O2 3.68 0.05 -0.05
C13 4.74 0.94 -0.01
C14 4.81 2.12 -0.72
C15 5.92 2.93 -0.59
C16 6.96 2.58 0.25
C17 6.89 1.39 0.96
C18 5.79 0.57 0.84
H8 5.72 -0.36 1.38
H9 7.70 1.10 1.62
H10 7.82 3.22 0.34
H11 5.97 3.86 -1.15
H12 4.01 2.43 -1.38
H13 3.07 0.41 -1.99
H14 2.06 1.15 -0.72
H15 0.56 -0.14 0.45
H16 -0.36 -2.34 -0.96
H17 -0.46 -2.59 0.80
H18 -2.82 -2.16 -0.26
H19 -5.03 -2.19 -0.40
H20 -8.21 -1.15 0.49
H21 -8.10 -0.82 -1.23
H22 -7.37 -2.29 -0.58

***

# 3
Here is 7 unconnected molecules or ions with the total composition C6H22O7 at a distorted geometry from the Open Molecules 2025 dataset. Energies are from the ωB97M-V functional and the def2-TZVPD basis.

LUMO = 0.3 eV
SMILES string = CC(C)=O.CC(C)=O.O.O.O.O.O
relative energy (zero: lowest compared OMol25 entry of this formula, charge and spin) = 1.741 eV
spin multiplicity = 1
orbital gap = 9.9 eV
calculated total energy = -20911.27460 eV

Atoms and positions in Å:
C1 -4.83 -1.39 -0.15
C2 -3.92 -2.39 -0.79
O1 -3.54 -3.35 -0.19
C3 -3.52 -2.09 -2.20
H1 -4.75 -0.42 -0.61
H2 -4.47 -1.29 0.85
H3 -5.83 -1.72 -0.20
H4 -2.50 -1.68 -2.15
H5 -4.13 -1.33 -2.69
H6 -3.38 -2.95 -2.85
C4 4.98 0.86 2.69
C5 4.23 1.42 1.56
O2 4.67 1.51 0.43
C6 2.75 1.85 1.73
H7 4.82 -0.22 2.74
H8 4.64 1.29 3.62
H9 6.04 1.00 2.67
H10 2.19 1.42 2.57
H11 2.30 1.58 0.77
H12 2.68 2.93 1.82
O3 2.41 -0.92 -1.84
H13 3.04 -1.62 -1.85
H14 2.89 -0.09 -1.99
O4 -0.69 -1.31 1.45
H15 -0.96 -0.76 2.16
H16 -1.44 -1.94 1.35
O5 -1.97 1.63 0.75
H17 -2.40 2.00 -0.02
H18 -1.18 2.12 0.99
O6 1.37 2.08 -2.08
H19 1.29 2.61 -2.87
H20 0.53 1.62 -1.98
O7 -0.60 -0.02 -1.57
H21 0.20 -0.53 -1.44
H22 -0.93 0.06 -0.67

***

# 4
Here is 2 unconnected molecules or ions with the total composition C3H11N2O from the Open Molecules 2025 dataset. Energies are from the ωB97M-V functional and the def2-TZVPD basis.

LUMO = -3.1 eV
relative energy (zero: lowest compared OMol25 entry of this formula, charge and spin) = 1.080 eV
spin multiplicity = 1
orbital gap = 10.8 eV
calculated total energy = -8310.71244 eV
charge = +1

Atoms and positions in Å:
C1 -1.18 -0.56 -2.11
C2 -0.77 -0.40 -0.68
C3 -0.56 0.79 -0.13
N1 -0.04 0.85 1.24
N2 -0.63 -1.54 0.15
H1 -0.43 -1.18 -2.62
H2 -1.25 0.40 -2.61
H3 -2.13 -1.09 -2.17
H4 -0.68 1.75 -0.60
H5 -0.56 1.48 1.84
H6 0.98 1.04 1.30
H7 -0.08 -0.12 1.61
H8 -1.53 -1.75 0.59
H9 -0.40 -2.36 -0.40
H10 3.10 1.64 1.27
H11 3.44 0.20 1.64
O1 2.73 0.85 1.69

***

# 5
Here is a molecular structure, C19H31BN10Rh from the Open Molecules 2025 dataset. Energies are from the ωB97M-V functional and the def2-TZVPD basis.

LUMO (spin up / spin down) = -2.8 / -4.7 eV
spin multiplicity = 5
orbital gap (spin up / spin down) = 8.0 / 6.2 eV
calculated total energy = -38776.96786 eV
charge = +1

Atoms and positions in Å:
Rh1 1.55 0.71 0.67
C1 0.07 5.14 1.19
N1 -0.12 3.70 1.39
C2 0.87 3.04 2.23
C3 -0.83 2.96 0.51
N2 -0.39 1.78 0.16
C4 -1.23 0.74 -0.16
C5 -2.33 0.33 0.52
C6 -2.87 -0.99 0.29
C7 -2.14 -2.25 -0.18
C8 -0.68 -2.29 -0.31
C9 0.03 -1.25 -0.78
N3 1.38 -1.03 -0.72
C10 2.26 -1.97 -1.03
N4 2.06 -2.85 -2.04
C11 1.14 -2.58 -3.12
C12 2.58 -4.21 -1.99
N5 3.44 -2.02 -0.37
C13 4.71 -2.27 -1.05
C14 3.56 -1.40 0.94
N6 -1.95 3.53 -0.03
C15 -2.46 3.10 -1.31
C16 -2.89 4.27 0.80
H1 0.40 5.59 2.13
H2 -0.86 5.63 0.90
H3 0.82 5.34 0.43
H4 1.18 3.72 3.02
H5 1.79 2.78 1.67
H6 0.45 2.15 2.69
H7 -2.73 0.91 1.35
H8 -4.69 -0.52 -0.64
H9 -2.58 -3.12 0.32
H10 -0.17 -3.14 0.11
H11 0.99 -1.50 -3.23
H12 0.17 -3.06 -2.97
H13 1.57 -2.96 -4.05
H14 3.10 -4.39 -1.06
H15 3.26 -4.40 -2.82
H16 1.75 -4.91 -2.07
H17 4.53 -2.50 -2.10
H18 5.25 -3.09 -0.58
H19 5.33 -1.37 -1.01
H20 2.68 -1.61 1.55
H21 3.71 -0.30 0.87
H22 4.43 -1.81 1.44
H23 -1.67 2.67 -1.91
H24 -2.86 3.98 -1.83
H25 -3.27 2.37 -1.21
H26 -2.49 4.42 1.80
H27 -3.82 3.71 0.88
H28 -3.11 5.24 0.35
B1 -1.53 -1.90 3.17
C17 -0.30 -1.04 2.65
N7 0.57 -0.40 2.25
H29 -2.53 -1.47 2.59
H30 -1.33 -3.05 2.86
H31 -1.64 -1.73 4.36
N8 -4.11 -1.31 -0.36
C18 -3.05 -1.66 -1.22
N9 -2.67 -1.00 -2.37
C19 -1.58 -0.38 -2.30
N10 -0.75 -0.10 -1.23

***

# 6
Here is C25H25N3O4 in the gas phase at a distorted geometry from the Open Molecules 2025 dataset. Energies are from the ωB97M-V functional and the def2-TZVPD basis.

LUMO = 0.6 eV
SMILES string = COc1ccc(C(=O)N/N=C(\C)c2ccc(NC(=O)Cc3ccccc3)cc2)c(OC)c1
relative energy (zero: lowest compared OMol25 entry of this formula, charge and spin) = 3.324 eV
spin multiplicity = 1
orbital gap = 8.6 eV
calculated total energy = -38990.67576 eV

Atoms and positions in Å:
C1 -1.81 -4.51 0.24
H1 -1.39 -5.45 -0.13
O1 -2.57 -3.99 -0.83
C2 -3.17 -2.78 -0.66
C3 -3.86 -2.28 -1.77
C4 -4.46 -1.05 -1.70
C5 -4.40 -0.27 -0.55
C6 -3.79 -0.80 0.59
C7 -3.17 -2.05 0.51
H2 -2.69 -2.41 1.41
O2 -3.74 -0.25 1.83
C8 -4.59 0.82 2.18
H3 -4.12 1.78 1.96
H4 -5.55 0.76 1.67
H5 -4.74 0.74 3.26
C9 -4.92 1.12 -0.69
O3 -6.05 1.43 -0.97
N1 -3.95 2.09 -0.56
N2 -2.68 1.75 -0.29
C10 -1.73 2.60 -0.17
C11 -0.42 2.01 0.11
C12 -0.33 0.72 0.64
C13 0.89 0.13 0.90
C14 2.07 0.83 0.64
C15 1.99 2.12 0.12
C16 0.77 2.70 -0.14
H6 0.75 3.69 -0.57
H7 2.90 2.66 -0.10
N3 3.33 0.30 0.89
C17 3.67 -0.95 1.32
O4 2.89 -1.83 1.58
C18 5.19 -1.12 1.45
C19 5.92 -0.57 0.27
C20 6.60 0.64 0.33
C21 7.24 1.16 -0.78
C22 7.21 0.46 -1.98
C23 6.54 -0.75 -2.06
C24 5.90 -1.26 -0.94
H8 5.38 -2.21 -1.00
H9 6.52 -1.30 -2.99
H10 7.71 0.86 -2.85
H11 7.76 2.10 -0.72
H12 6.63 1.19 1.27
H13 5.50 -0.61 2.37
H14 5.38 -2.19 1.58
H15 4.10 0.92 0.67
H16 0.94 -0.86 1.31
H17 -1.24 0.19 0.84
C25 -1.87 4.09 -0.29
H18 -2.86 4.42 0.02
H19 -1.71 4.40 -1.33
H20 -1.13 4.59 0.33
H21 -4.24 3.05 -0.73
H22 -4.96 -0.64 -2.56
H23 -3.89 -2.87 -2.67
H24 -1.00 -3.83 0.52
H25 -2.44 -4.71 1.12

***

What did the first record say?
Here is 21 unconnected molecules or ions with the total composition C2H44O22 at a distorted geometry from the Open Molecules 2025 dataset. Energies are from the ωB97M-V functional and the def2-TZVPD basis.

LUMO = 4.4 eV
relative energy (zero: lowest compared OMol25 entry of this formula, charge and spin) = 1.885 eV
spin multiplicity = 1
orbital gap = 8.2 eV
calculated total energy = -47835.17342 eV
charge = -2

Atoms and positions in Å:
O1 -2.34 4.18 -18.76
C1 -1.03 3.72 -18.31
C2 -0.26 3.03 -19.48
O2 1.07 2.62 -19.30
H1 -1.24 3.10 -17.42
H2 -0.57 4.64 -17.94
H3 -0.17 3.59 -20.37
H4 -0.76 2.07 -19.70
O3 -2.10 0.36 -18.76
H5 -1.31 0.54 -18.33
H6 -2.51 1.21 -18.68
O4 -2.59 2.96 -21.00
H7 -2.12 2.11 -20.90
H8 -2.25 3.45 -20.24
O5 0.44 0.05 -17.83
H9 0.66 -0.56 -18.53
H10 0.91 0.78 -18.35
O6 1.01 1.85 -21.85
H11 0.89 2.06 -20.87
H12 0.26 1.26 -22.06
O7 -1.12 3.24 -23.39
H13 -0.20 3.20 -23.07
H14 -1.64 3.23 -22.61
O8 3.37 3.28 -22.06
H15 2.59 2.78 -21.76
H16 3.52 3.84 -21.26
O9 -1.38 6.84 -15.87
H17 -0.51 6.64 -16.22
H18 -1.25 7.53 -15.26
O10 -2.74 4.41 -15.93
H19 -2.41 4.25 -16.79
H20 -2.51 5.37 -15.81
O11 -4.09 6.86 -17.28
H21 -4.91 6.49 -17.66
H22 -3.47 6.59 -17.97
O12 -0.91 2.67 -14.96
H23 -1.38 3.38 -15.36
H24 -1.24 1.77 -15.14
O13 -3.81 2.34 -17.77
H25 -3.57 2.10 -16.88
H26 -3.14 2.98 -18.12
O14 1.21 3.25 -16.49
H27 0.47 2.99 -15.95
H28 1.09 2.99 -17.40
O15 -0.65 5.59 -21.29
H29 -0.46 4.67 -21.23
H30 -1.08 5.90 -20.53
O16 1.77 5.07 -18.98
H31 1.04 5.71 -19.01
H32 1.33 4.26 -19.17
O17 1.38 6.21 -16.34
H33 1.41 7.00 -16.93
H34 1.14 5.52 -16.97
O18 4.10 3.82 -19.41
H35 3.92 2.92 -19.11
H36 3.31 4.26 -19.00
O19 3.19 1.64 -18.40
H37 2.30 2.00 -18.62
H38 3.30 1.27 -17.56
O20 0.00 7.31 -18.81
H39 -0.86 7.40 -19.12
H40 0.21 8.15 -18.38
O21 -5.03 4.53 -19.06
H41 -4.10 4.58 -18.93
H42 -5.13 3.63 -18.71
O22 -2.67 6.59 -19.57
H43 -3.49 6.53 -20.06
H44 -2.49 5.71 -19.28

***

> Number 3 is which compound?

C6H22O7